[1]
Density functional theory data (ωB97M-V/def2-TZVPD) for C7H9NO as an isolated structure in a non-equilibrium geometry.

Summary:
LUMO ... -0.089 eV
Energy above the lowest of the compared OMol25 structures with the same formula, charge and spin ... 692.7 kJ/mol
Highest occupied orbital energy ... -8.81 eV

Positions of all 18 atoms, in Å:
1 O 2.74 0.06 -0.05
2 N -0.86 -0.41 1.02
3 C 0.71 1.27 -0.18
4 C -2.18 -0.60 -0.53
5 C 0.86 -1.47 -0.07
6 C -0.62 -1.00 -0.23
7 C -0.58 1.64 -0.19
8 C 1.54 -0.05 0.05
9 C -1.61 0.60 0.24
10 H 0.04 0.14 1.36
11 H -0.83 2.72 -0.13
12 H 1.40 -1.76 -1.00
13 H 1.62 1.97 -0.40
14 H -2.36 1.18 0.71
15 H -2.30 -0.72 -1.73
16 H -2.91 -1.12 0.06
17 H 1.13 -1.97 0.89
18 H -0.38 -0.42 -1.04

Charge distribution, natural (NBO) scheme, values in e: number 1, O, carries -0.519; number 2, N, carries -0.566; number 3, C, carries -0.339; number 4, C, carries -0.336; number 5, C, carries -0.490; number 6, C, carries -0.082; number 7, C, carries -0.168; number 8, C, carries 0.542; number 9, C, carries -0.131; number 10, H, carries 0.343; number 11, H, carries 0.234; number 12, H, carries 0.245; number 13, H, carries 0.246; number 14, H, carries 0.195; number 15, H, carries 0.219; number 16, H, carries 0.224; number 17, H, carries 0.236; number 18, H, carries 0.146


[2]
Density functional theory data (ωB97M-V/def2-TZVPD) for an isolated ion of composition C2H7N2O2 and charge +1 in a non-equilibrium geometry.

Summary:
Structure (SMILES) ... NC([NH3+])=C(O)O
LUMO ... -4.082 eV
Total charge ... +1
Energy above the lowest of the compared OMol25 structures with the same formula, charge and spin ... 430.4 kJ/mol
Highest occupied orbital energy ... -12.21 eV

Positions of all 13 atoms, in Å:
1 O 1.73 -1.13 0.06
2 O 1.81 1.10 -0.33
3 N -1.30 -1.05 -0.01
4 N -1.13 1.42 0.22
5 C -0.60 0.24 0.46
6 C 1.09 -0.07 -0.32
7 H -1.70 1.65 -0.58
8 H 2.60 -1.09 0.43
9 H -1.13 -1.86 0.57
10 H 2.72 0.83 -0.30
11 H -1.10 -1.24 -0.98
12 H -0.65 2.21 0.70
13 H -2.34 -1.01 0.10

Charge distribution, natural (NBO) scheme, values in e: number 1, O, carries -0.668; number 2, O, carries -0.649; number 3, N, carries -0.734; number 4, N, carries -0.782; number 5, C, carries 0.136; number 6, C, carries 0.554; number 7, H, carries 0.388; number 8, H, carries 0.500; number 9, H, carries 0.451; number 10, H, carries 0.479; number 11, H, carries 0.448; number 12, H, carries 0.440; number 13, H, carries 0.437


[3]
Density functional theory data (ωB97M-V/def2-TZVPD) for a 3-piece molecular cluster, C18H37INO7 overall in a non-equilibrium geometry.

Summary:
LUMO ... 2.334 eV
Total charge ... -1
Highest occupied orbital energy ... -1.90 eV

Positions of all 64 atoms, in Å:
1 I 2.52 -1.68 -0.59
2 O -0.67 3.10 0.84
3 O 1.59 9.10 -3.05
4 O 0.94 -6.57 5.77
5 O 1.41 6.17 -3.18
6 O 0.28 0.18 1.99
7 O 0.56 -5.23 3.17
8 O 0.91 1.63 0.41
9 N -3.70 -2.22 0.21
10 C 2.18 8.21 -2.11
11 C 0.69 -2.81 -0.98
12 C -0.69 -0.21 -0.16
13 C -2.51 -1.80 -0.64
14 C -1.30 -1.54 0.33
15 C 1.18 6.30 -4.58
16 C 2.55 6.89 -2.75
17 C 1.37 -4.73 4.23
18 C 0.14 -2.58 -2.41
19 C -0.35 -2.75 0.17
20 C -4.96 -2.23 -0.58
21 C 0.13 2.70 0.08
22 C 0.17 0.50 0.90
23 C 0.37 3.37 -1.25
24 C 0.60 -7.79 5.14
25 C 1.95 -5.85 5.07
26 C -0.83 -5.18 3.46
27 C 0.18 9.13 -2.97
28 H 1.38 -8.54 5.33
29 H 1.07 -3.85 -1.00
30 H -4.82 -2.00 -1.65
31 H -0.14 9.73 -2.11
32 H 0.61 2.66 -2.04
33 H -0.53 3.93 -1.53
34 H -1.05 -5.53 4.47
35 H 0.20 -2.88 1.12
36 H 0.47 -7.67 4.06
37 H 3.25 7.04 -3.58
38 H -0.07 -0.25 -1.08
39 H -1.19 -4.16 3.34
40 H 3.09 8.69 -1.73
41 H 0.79 -4.03 4.85
42 H 3.05 6.27 -2.00
43 H 1.51 8.05 -1.26
44 H -3.51 -3.20 0.40
45 H -0.20 9.60 -3.88
46 H -1.00 -3.65 0.10
47 H -2.32 -2.67 -1.31
48 H 2.61 -5.41 5.82
49 H 1.28 7.33 -4.92
50 H -2.82 -0.90 -1.19
51 H 1.88 5.66 -5.13
52 H -5.44 -3.22 -0.47
53 H 1.01 -2.37 -3.05
54 H -0.31 -3.51 -2.77
55 H -1.34 -5.82 2.75
56 H 1.22 4.06 -1.18
57 H 2.19 -4.17 3.77
58 H 0.16 5.96 -4.78
59 H -5.66 -1.51 -0.13
60 H -0.34 -8.14 5.56
61 H -1.52 0.50 -0.37
62 H -0.53 -1.73 -2.49
63 H 2.55 -6.52 4.45
64 H -0.25 8.13 -2.90

Charge distribution, natural (NBO) scheme, values in e: number 1, I, carries -0.021; number 2, O, carries -0.573; number 3, O, carries -0.555; number 4, O, carries -0.555; number 5, O, carries -0.549; number 6, O, carries -0.506; number 7, O, carries -0.550; number 8, O, carries -0.584; number 9, N, carries -0.626; number 10, C, carries -0.090; number 11, C, carries -0.251; number 12, C, carries -0.564; number 13, C, carries -0.263; number 14, C, carries -0.394; number 15, C, carries -0.255; number 16, C, carries -0.089; number 17, C, carries -0.089; number 18, C, carries -0.655; number 19, C, carries -0.476; number 20, C, carries -0.433; number 21, C, carries 0.803; number 22, C, carries 0.830; number 23, C, carries -0.720; number 24, C, carries -0.254; number 25, C, carries -0.087; number 26, C, carries -0.262; number 27, C, carries -0.256; number 28, H, carries 0.158; number 29, H, carries 0.198; number 30, H, carries 0.168; number 31, H, carries 0.167; number 32, H, carries 0.230; number 33, H, carries 0.231; number 34, H, carries 0.167; number 35, H, carries 0.205; number 36, H, carries 0.185; number 37, H, carries 0.172; number 38, H, carries 0.163; number 39, H, carries 0.198; number 40, H, carries 0.182; number 41, H, carries 0.180; number 42, H, carries 0.188; number 43, H, carries 0.179; number 44, H, carries 0.326; number 45, H, carries 0.186; number 46, H, carries 0.193; number 47, H, carries 0.125; number 48, H, carries 0.178; number 49, H, carries 0.176; number 50, H, carries 0.159; number 51, H, carries 0.168; number 52, H, carries 0.168; number 53, H, carries 0.206; number 54, H, carries 0.207; number 55, H, carries 0.183; number 56, H, carries 0.233; number 57, H, carries 0.191; number 58, H, carries 0.192; number 59, H, carries 0.175; number 60, H, carries 0.185; number 61, H, carries 0.222; number 62, H, carries 0.223; number 63, H, carries 0.169; number 64, H, carries 0.185


[4]
Density functional theory data (ωB97M-V/def2-TZVPD) for a 22-piece molecular cluster, C10H57BrF5NO24P overall in a non-equilibrium geometry.

Summary:
LUMO ... -4.210 eV
Total charge ... +1
Highest occupied orbital energy ... -12.54 eV

Positions of all 99 atoms, in Å:
1 Br 1.93 0.47 3.86
2 P 2.20 2.37 2.65
3 F -2.83 -1.62 1.26
4 F -2.56 1.92 0.63
5 F -3.70 0.21 2.38
6 F -3.28 0.06 -0.59
7 F -1.47 -0.23 2.53
8 O -6.86 -3.72 0.09
9 O -6.34 1.40 3.80
10 O -5.45 3.76 1.99
11 O -4.30 -1.06 4.90
12 O -7.64 0.10 1.23
13 O 8.87 -2.44 -1.70
14 O -3.07 -2.15 -2.46
15 O 0.60 1.61 -5.52
16 O 3.09 -2.12 -0.24
17 O 6.29 -3.61 3.06
18 O 5.47 0.94 -2.86
19 O -6.05 -2.38 -2.40
20 O 2.86 4.50 -5.80
21 O -2.71 -3.18 7.03
22 O 2.58 -3.22 0.42
23 O 3.57 3.24 3.20
24 O -1.13 2.37 3.81
25 O 6.37 -2.47 -0.15
26 O -1.86 -3.06 3.90
27 O -2.06 2.56 -6.29
28 O -0.10 -2.97 0.18
29 O 3.17 -3.25 3.20
30 O -0.38 4.48 -3.58
31 O 3.93 3.97 -2.84
32 N 2.53 1.83 0.99
33 C -2.59 -0.26 1.67
34 C -2.37 0.57 0.31
35 C 2.75 0.18 -0.90
36 C 3.42 0.74 0.46
37 C 2.03 -1.12 -0.36
38 C 1.90 1.50 -1.21
39 C -0.86 0.37 -0.08
40 C 1.95 2.51 0.03
41 C -0.54 0.43 -1.63
42 C 0.59 1.43 -2.09
43 H 9.21 -3.25 -2.10
44 H 6.38 -3.29 2.15
45 H 0.91 1.11 -3.13
46 H -2.52 -3.23 6.08
47 H -2.36 -2.99 3.07
48 H 1.63 -0.94 0.67
49 H 0.14 2.47 -2.23
50 H 0.20 5.25 -3.69
51 H 9.36 -2.35 -0.88
52 H 2.23 4.59 -6.53
53 H 3.77 -0.01 1.22
54 H -6.95 -0.45 1.60
55 H 3.96 -3.47 3.72
56 H 2.62 2.06 -1.92
57 H 3.59 -0.07 -1.60
58 H 2.46 -3.75 3.61
59 H -3.22 -1.28 -2.07
60 H -3.66 -3.38 7.08
61 H 0.68 -3.20 0.71
62 H 6.57 -2.52 -1.09
63 H -7.59 -4.21 0.50
64 H 3.07 -3.33 1.28
65 H -6.96 1.49 3.06
66 H -5.30 3.29 2.82
67 H -2.61 3.34 -6.39
68 H -6.09 -3.95 0.62
69 H -1.46 -2.19 4.00
70 H -0.33 -0.61 -2.04
71 H -2.65 1.90 -5.91
72 H -0.59 -0.69 0.26
73 H 5.43 -2.67 -0.10
74 H -0.14 3.91 -4.32
75 H -0.82 -3.47 0.59
76 H -1.69 3.15 3.72
77 H 3.43 4.03 -3.67
78 H 3.67 4.21 -6.23
79 H -0.26 1.06 0.58
80 H 5.45 1.89 -2.71
81 H 4.21 2.56 3.51
82 H -6.65 -3.04 -2.02
83 H 1.56 3.57 0.06
84 H -4.51 -2.00 4.80
85 H 6.41 0.71 -2.81
86 H 1.41 1.32 -5.95
87 H 4.33 4.84 -2.74
88 H -0.03 1.70 -6.24
89 H -3.89 -2.33 -2.95
90 H -1.71 1.71 4.20
91 H -4.77 3.40 1.40
92 H 4.35 1.32 0.14
93 H 6.09 -4.55 2.96
94 H -1.50 0.75 -2.15
95 H -4.20 -0.76 3.99
96 H -5.52 1.10 3.39
97 H -6.59 -1.60 -2.51
98 H -7.76 -0.25 0.33
99 H 1.27 -1.57 -1.05

Charge distribution, Löwdin scheme, values in e: number 1, Br, carries 0.336; number 2, P, carries 0.652; number 3, F, carries 0.079; number 4, F, carries 0.089; number 5, F, carries 0.096; number 6, F, carries 0.096; number 7, F, carries 0.078; number 8, O, carries -0.048; number 9, O, carries -0.044; number 10, O, carries -0.051; number 11, O, carries -0.038; number 12, O, carries -0.045; number 13, O, carries -0.054; number 14, O, carries -0.064; number 15, O, carries -0.063; number 16, O, carries -0.166; number 17, O, carries -0.050; number 18, O, carries -0.056; number 19, O, carries -0.055; number 20, O, carries -0.053; number 21, O, carries -0.060; number 22, O, carries -0.061; number 23, O, carries -0.327; number 24, O, carries -0.095; number 25, O, carries -0.061; number 26, O, carries -0.042; number 27, O, carries -0.048; number 28, O, carries -0.057; number 29, O, carries -0.060; number 30, O, carries -0.061; number 31, O, carries -0.054; number 32, N, carries -0.279; number 33, C, carries -0.307; number 34, C, carries -0.346; number 35, C, carries -0.122; number 36, C, carries -0.108; number 37, C, carries -0.144; number 38, C, carries -0.180; number 39, C, carries -0.064; number 40, C, carries 0.049; number 41, C, carries -0.143; number 42, C, carries -0.124; number 43, H, carries 0.046; number 44, H, carries 0.015; number 45, H, carries 0.114; number 46, H, carries -0.010; number 47, H, carries 0.019; number 48, H, carries 0.121; number 49, H, carries 0.113; number 50, H, carries 0.037; number 51, H, carries 0.046; number 52, H, carries 0.048; number 53, H, carries 0.128; number 54, H, carries 0.027; number 55, H, carries 0.041; number 56, H, carries 0.143; number 57, H, carries 0.141; number 58, H, carries 0.063; number 59, H, carries -0.011; number 60, H, carries 0.033; number 61, H, carries 0.021; number 62, H, carries 0.026; number 63, H, carries 0.052; number 64, H, carries 0.081; number 65, H, carries 0.032; number 66, H, carries 0.010; number 67, H, carries 0.052; number 68, H, carries 0.045; number 69, H, carries 0.034; number 70, H, carries 0.123; number 71, H, carries 0.051; number 72, H, carries 0.098; number 73, H, carries 0.012; number 74, H, carries 0.014; number 75, H, carries 0.047; number 76, H, carries 0.045; number 77, H, carries 0.012; number 78, H, carries 0.051; number 79, H, carries 0.120; number 80, H, carries 0.017; number 81, H, carries 0.047; number 82, H, carries 0.020; number 83, H, carries 0.176; number 84, H, carries 0.038; number 85, H, carries 0.048; number 86, H, carries 0.044; number 87, H, carries 0.052; number 88, H, carries 0.016; number 89, H, carries 0.012; number 90, H, carries 0.031; number 91, H, carries 0.015; number 92, H, carries 0.152; number 93, H, carries 0.046; number 94, H, carries 0.126; number 95, H, carries -0.018; number 96, H, carries -0.007; number 97, H, carries 0.042; number 98, H, carries 0.036; number 99, H, carries 0.120